Record 1
The following is a DFT calculation (ωB97M-V/def2-TZVPD) of an isolated molecule of C8H10N2O at a distorted geometry.

The geometry in XYZ format:
```
21
Properties=species:S:1:pos:R:3:mulliken_charge:R:1
C 2.99418 0.74326 0.11990 -0.8581
N 1.84326 -0.04755 0.02311 0.7612
N 1.96965 -1.40080 -0.09846 -0.9552
C 0.68922 -1.89638 -0.14325 -1.0220
C -0.32393 -0.75118 -0.04445 0.4401
C 0.45594 0.44633 0.09983 0.2106
C 0.08994 1.79283 0.06733 -0.4756
C -1.37391 1.79066 -0.40605 -1.0894
C -2.32068 0.77143 0.27303 -0.7913
C -1.77146 -0.63537 0.06425 0.3560
O -2.46878 -1.72153 0.02793 -0.6485
H 3.77681 0.45390 -0.92056 0.2500
H 2.93075 1.83532 -0.21583 0.3049
H 3.59185 0.46164 1.12622 0.2890
H 0.58480 -2.78238 -0.02912 0.7957
H 0.19843 1.94738 1.26672 0.2232
H 0.28047 2.59264 -0.46830 0.5336
H -2.08314 2.66896 -0.37407 0.2668
H -1.54940 1.16742 -1.08678 0.5723
H -2.92276 1.10073 -0.46126 0.3553
H -2.38379 0.89556 1.28341 0.4814
```

LUMO, eV: 0.45
HOMO energy, eV: -9.20
Kohn-Sham gap, Ha: 0.35460
SMILES: Cn1ncc2c1CCCC2=O

Record 2
The following is a DFT calculation (ωB97M-V/def2-TZVPD) of a cluster of 2 separate species, C5H11N2 in total at a distorted geometry.

The geometry in XYZ format:
```
18
Properties=species:S:1:pos:R:3:mulliken_charge:R:1
C 0.46912 2.23667 0.33440 0.0281
C 1.81065 1.67676 0.56640 -0.0625
C -0.68601 1.69352 0.84573 -1.2251
C -0.72907 -1.09655 -0.55710 0.3456
C -1.76523 -2.06494 -0.94702 -1.1399
N 0.38930 -1.49126 -0.07034 -0.1646
N 2.10878 0.49099 0.42590 -0.5193
H 0.51978 3.11297 -0.26325 0.3743
H 2.56310 2.45814 0.54027 0.3403
H -0.75906 1.02118 1.65189 0.4829
H -1.58480 2.21058 0.52485 0.3476
H -1.76264 -3.02648 -0.12923 0.3383
H -1.52575 -2.45038 -1.99637 0.3259
H -2.78480 -1.58037 -1.01493 0.3171
H 0.39867 -2.52929 -0.03256 0.2466
H 1.19622 -0.79917 0.00121 0.3936
H 3.07162 0.16297 0.63174 0.2061
H -0.92989 -0.02537 -0.51157 0.3650
```

LUMO, eV: -4.30
HOMO energy, eV: -13.91
Kohn-Sham gap, Ha: 0.35333
Total charge: +1

Record 3
The following is a DFT calculation (ωB97M-V/def2-TZVPD) of an isolated molecule of CH3N3O2Si at a distorted geometry.

The geometry in XYZ format:
```
10
Properties=species:S:1:pos:R:3:mulliken_charge:R:1
N 0.97542 2.81561 0.32092 -0.3218
C 0.61279 1.80217 -0.04057 0.2055
Si -0.07524 0.19830 -0.60687 0.3455
N -1.35977 0.07583 0.49911 -0.4716
N 0.94813 -1.29659 -0.13905 0.8593
O 1.94856 -1.45879 -0.80851 -0.5657
O 0.57042 -1.93639 0.81165 -0.5687
H -0.41819 -0.21545 -2.03966 -0.0412
H -1.42566 -0.85372 1.03701 0.2931
H -1.77645 0.86903 0.96598 0.2655
```

LUMO, eV: -0.36
HOMO energy, eV: -10.76
Kohn-Sham gap, Ha: 0.38212
SMILES: N#C[Si@H](N)[N+](=O)[O-]

Record 4
The following is a DFT calculation (ωB97M-V/def2-TZVPD) of a cluster of 2 separate species, C3H6O2 in total at a distorted geometry.

The geometry in XYZ format:
```
11
Properties=species:S:1:pos:R:3:mulliken_charge:R:1
C -1.89150 0.68110 -0.07314 -0.8321
C -0.63849 0.99576 0.68427 0.0989
O 0.00112 2.00522 0.50531 -0.4724
H -2.19812 1.53385 -0.66352 0.2906
H -2.70135 0.35689 0.58058 0.2932
H -1.67282 -0.13905 -0.77168 0.2300
H -0.24822 0.29725 1.41917 0.3905
C 2.32878 -1.41517 -0.41113 -0.0824
O 2.90800 -1.03957 0.56237 -0.3757
H 1.88466 -0.78197 -1.20624 0.2284
H 2.22794 -2.49431 -0.62600 0.2310
```

LUMO, eV: 0.67
HOMO energy, eV: -9.96
Kohn-Sham gap, Ha: 0.39073
SMILES: CC=O.C=O